Below is a molecular structure, C32H68NbO9, with properties calculated with ωB97M-V/def2-TZVPD.

The geometry in ORCA input format:
```
! wB97M-V def2-TZVPD RIJCOSX def2/J DEFGRID3
* xyz -1 1
C -1.77 2.74 -0.12
C -1.00 2.16 1.10
C 0.49 2.58 1.18
C 0.97 2.36 2.66
C 2.40 1.72 2.75
Nb 2.38 -0.27 3.85
C 1.09 -1.12 2.14
C -0.39 -1.31 2.52
C -1.31 -1.88 1.34
C -0.51 -2.19 0.07
C 0.06 -3.45 -0.12
C 0.79 -3.79 -1.23
C 0.98 -2.72 -2.18
C 0.42 -1.49 -2.00
C -0.34 -1.20 -0.87
H -2.77 3.04 0.21
H -1.84 1.97 -0.91
H -1.24 3.58 -0.60
H -1.02 1.06 1.04
H -1.47 2.44 2.06
H 0.65 3.63 0.92
H 1.07 1.89 0.55
H 1.01 3.31 3.21
H 0.26 1.68 3.16
H 2.86 1.63 1.76
H 3.07 2.39 3.33
H 0.88 0.16 4.85
H 2.45 -1.98 4.55
H 3.84 -0.75 2.83
H 3.51 0.39 5.15
H 1.18 -0.38 1.33
H 1.59 -2.07 1.86
H -0.87 -0.38 2.85
H -0.48 -2.02 3.36
H -1.81 -2.79 1.67
H -2.06 -1.14 1.02
H -0.11 -4.19 0.67
H 1.21 -4.78 -1.38
H 1.56 -2.87 -3.09
H 0.57 -0.67 -2.71
H -0.81 -0.24 -0.69
C -9.55 4.29 -1.96
O -8.21 4.59 -2.29
C -7.49 5.12 -1.18
C -6.01 4.81 -1.31
O -5.66 3.48 -0.98
C -6.04 2.47 -1.90
C -5.24 2.46 -3.18
O -5.66 3.50 -4.05
C -4.62 3.97 -4.89
H -10.10 5.19 -1.69
H -10.01 3.83 -2.84
H -9.59 3.57 -1.13
H -7.86 4.70 -0.24
H -7.63 6.21 -1.17
H -5.48 5.43 -0.58
H -5.63 5.09 -2.30
H -7.12 2.50 -2.10
H -5.85 1.52 -1.39
H -5.39 1.51 -3.71
H -4.17 2.58 -2.94
H -3.77 4.32 -4.29
H -5.01 4.81 -5.46
H -4.29 3.19 -5.58
C 0.57 -4.77 -5.75
O -0.31 -5.54 -4.96
C -1.20 -4.74 -4.19
C -2.49 -5.47 -3.93
O -3.38 -5.49 -5.05
C -3.03 -6.32 -6.14
C -3.19 -7.81 -5.87
O -2.12 -8.29 -5.07
C -2.49 -9.39 -4.27
H 1.24 -4.18 -5.12
H 1.16 -5.45 -6.36
H 0.01 -4.11 -6.42
H -1.42 -3.80 -4.71
H -0.69 -4.50 -3.25
H -3.03 -4.93 -3.15
H -2.31 -6.48 -3.55
H -2.03 -6.09 -6.51
H -3.73 -6.06 -6.94
H -3.17 -8.35 -6.82
H -4.15 -7.98 -5.37
H -3.33 -9.13 -3.62
H -1.64 -9.65 -3.64
H -2.75 -10.26 -4.89
C 6.87 -0.15 5.30
O 7.41 1.09 4.87
C 6.46 1.86 4.16
C 6.76 3.34 4.30
O 6.37 3.89 5.55
C 7.14 3.53 6.69
C 8.51 4.17 6.73
O 9.41 3.52 5.84
C 10.41 4.38 5.35
H 6.61 -0.78 4.45
H 7.64 -0.66 5.89
H 5.99 0.00 5.93
H 5.44 1.66 4.53
H 6.51 1.57 3.10
H 6.16 3.87 3.55
H 7.81 3.55 4.08
H 7.20 2.45 6.80
H 6.58 3.91 7.54
H 8.93 4.08 7.74
H 8.43 5.24 6.47
H 9.97 5.24 4.85
H 11.00 3.82 4.63
H 11.07 4.72 6.16
*
```

For the largest force on an atom, the calculation gives 2.16 eV Å⁻¹. The HOMO-LUMO gap comes out at 6.729 eV.